ORCA calculation (ωB97M-V with the def2-TZVPD basis set) on C10H22BCsO3 as an isolated structure.

Structure (XYZ):
```
37
Properties=species:S:1:pos:R:3:lowdin_charge:R:1
C 5.124 0.468 -0.384 -0.2741
B 3.857 -0.500 -0.805 -0.7258
O 3.847 -1.742 0.022 -0.0519
C 2.540 -1.916 0.495 -0.1547
C 2.159 -0.464 0.768 -0.4460
O 0.873 -0.085 1.149 -0.0792
C -0.160 -0.440 0.232 -0.1439
C -1.048 0.769 -0.124 -0.3257
C -0.411 2.094 0.284 -0.0670
C -2.453 0.628 0.474 -0.1667
C -3.293 -0.495 -0.147 -0.4409
C -4.416 -0.941 0.781 -0.0839
C -3.842 -0.082 -1.514 -0.0766
O 2.525 0.168 -0.431 -0.2053
H 5.150 0.824 0.643 -0.0742
H 6.054 -0.077 -0.569 0.0665
H 5.140 1.337 -1.039 -0.0404
H 3.893 -0.699 -2.014 0.1028
H 2.524 -2.538 1.393 0.1320
H 1.861 -2.338 -0.261 0.1287
H 2.829 -0.154 1.593 0.1486
H -0.756 -1.228 0.703 0.1255
H 0.286 -0.858 -0.672 0.1279
H -1.145 0.800 -1.214 0.1318
H 0.588 2.183 -0.150 0.0403
H -0.307 2.184 1.368 0.0864
H -1.011 2.930 -0.083 0.0815
H -2.348 0.474 1.555 0.1251
H -2.993 1.576 0.349 0.1196
H -2.634 -1.357 -0.313 0.1254
H -4.943 -1.809 0.374 0.0755
H -5.161 -0.148 0.915 0.0819
H -4.044 -1.220 1.769 0.0749
H -4.489 -0.859 -1.929 0.0762
H -4.432 0.836 -1.430 0.0812
H -3.040 0.097 -2.232 0.0703
Cs 3.676 2.580 0.444 1.3542
```

- largest force on an atom (eV/A) = 2.74
- orbital gap (eV) = 7.330
- LUMO energy (eV) = -0.5
- total charge = 0
- E (hartree) = -664.94935


ORCA calculation (ωB97M-V with the def2-TZVPD basis set) on C10H22BF10N3O6PdS2 as an isolated structure.

Structure (XYZ):
```
55
Properties=species:S:1:pos:R:3:lowdin_spin:R:1
Pd 0.716 0.244 0.442 1.5168
B 2.662 1.745 1.399 0.0018
F 3.754 1.165 1.965 0.0015
F 1.425 1.397 2.125 0.0530
F 2.661 3.122 1.428 0.0024
F 2.528 1.272 0.058 0.0588
C -0.217 -1.090 3.981 0.0000
F 0.689 -0.204 4.336 0.0001
F 0.328 -2.061 3.227 0.0002
F -0.788 -1.687 5.009 -0.0001
S -1.564 -0.161 2.948 0.0048
O -2.802 -0.709 3.447 0.0118
O -1.406 1.263 3.248 0.0011
N -1.088 -0.555 1.331 0.0501
S -2.306 -1.302 0.662 0.0056
O -3.615 -0.762 0.956 0.0057
O -2.000 -1.393 -0.757 -0.0004
C -2.335 -3.131 1.186 0.0017
F -3.444 -3.673 0.712 0.0006
F -1.205 -3.705 0.752 0.0004
F -2.334 -3.257 2.510 -0.0001
C -2.692 2.375 0.092 -0.0002
C -1.670 2.080 -0.955 0.0094
C -1.660 3.150 -2.050 0.0069
O -0.674 2.766 -2.981 0.0000
C -0.483 3.603 -4.120 0.0001
N -0.306 1.972 -0.399 0.1140
H -2.813 3.442 0.309 0.0000
H -2.468 1.886 1.038 0.0000
H -3.684 2.030 -0.204 -0.0001
H -1.947 1.134 -1.424 0.0008
H -1.579 4.164 -1.634 0.0001
H -2.661 3.228 -2.496 0.0012
H -0.474 4.655 -3.826 0.0000
H -1.251 3.526 -4.891 0.0000
H 0.489 3.326 -4.514 0.0000
H 0.269 2.229 -1.211 0.0011
H -0.068 2.792 0.169 0.0025
C 1.266 -2.831 -2.635 0.0039
C 1.174 -2.159 -1.273 0.0020
C 2.381 -2.380 -0.271 0.0022
O 2.207 -1.488 0.806 0.0388
C 3.189 -1.718 1.819 0.0037
N 1.035 -0.695 -1.529 0.0882
H 2.169 -2.532 -3.180 0.0002
H 0.384 -2.583 -3.225 0.0001
H 1.340 -3.921 -2.613 0.0009
H 0.332 -2.624 -0.760 0.0002
H 3.310 -2.127 -0.795 0.0002
H 2.323 -3.432 0.012 0.0005
H 3.113 -0.972 2.601 0.0002
H 4.177 -1.529 1.381 0.0004
H 3.242 -2.759 2.142 0.0007
H 0.443 -0.627 -2.357 0.0019
H 1.928 -0.502 -1.993 0.0044
```

- largest force on an atom (eV/A) = 3.91
- ΔE to the lowest compared entry with this formula, charge and spin (kcal/mol) = 29.1
- orbital gap (alpha / beta) (eV) = 9.836 / 9.451
- LUMO energy (alpha / beta) (eV) = 0.1 / -1.1
- total charge = 0
- 2S+1 = 3
- E (hartree) = -2957.83310
- ⟨S²⟩ = 2.00


ORCA calculation (ωB97M-V with the def2-TZVPD basis set) on a 7-piece molecular cluster, C10H22F12NO15P2S3 overall.

Structure (XYZ):
```
65
Properties=species:S:1:pos:R:3:nbo_charge:R:1
N -0.173 -0.620 0.540 -0.9100
H -0.977 0.011 0.425 0.4785
H -0.139 -1.248 -0.261 0.4472
H -0.477 -1.195 1.332 0.4623
H 0.767 -0.279 0.728 0.4545
P -2.637 0.534 2.957 2.5992
F -3.922 1.530 3.043 -0.5817
F -2.321 0.858 1.393 -0.5948
F -1.523 1.611 3.439 -0.5943
F -1.469 -0.640 3.014 -0.6134
F -2.973 0.099 4.486 -0.5917
F -3.686 -0.553 2.367 -0.5891
P -2.198 -1.313 -2.183 2.5992
F -1.891 -0.755 -3.683 -0.6040
F -3.791 -1.147 -2.489 -0.5857
F -2.274 -2.819 -2.807 -0.5871
F -2.539 -1.755 -0.708 -0.5711
F -0.587 -1.478 -1.984 -0.6103
F -2.100 0.248 -1.678 -0.6072
C -0.193 4.295 -3.027 -0.6317
C 0.223 4.290 -1.570 0.0653
C -0.734 3.684 -0.538 -0.0947
O 0.065 2.711 0.120 -0.4777
C 1.182 2.462 -0.533 0.9821
O 1.978 1.608 -0.261 -0.6196
O 1.349 3.357 -1.534 -0.4948
H -0.821 3.453 -3.309 0.2238
H 0.647 4.425 -3.705 0.2432
H -0.816 5.185 -3.193 0.2100
H 0.644 5.239 -1.236 0.1867
H -1.616 3.243 -1.004 0.2106
H -1.076 4.405 0.200 0.2019
C 1.268 0.175 5.393 -0.1171
C 1.266 1.448 4.557 -0.1056
O 1.888 1.111 3.310 -0.6801
S 2.550 -0.343 3.283 2.5449
O 3.977 -0.344 3.135 -0.8830
O 1.753 -1.199 2.439 -0.9409
O 2.239 -0.725 4.810 -0.6926
H 0.370 -0.438 5.226 0.2203
H 1.288 0.249 6.477 0.2130
H 1.862 2.229 5.028 0.1809
H 0.248 1.780 4.378 0.2590
C 0.242 -5.513 0.954 -0.0883
C 0.485 -4.195 0.229 -0.1017
O -0.593 -3.322 0.517 -0.7128
S -1.624 -3.862 1.656 2.5242
O -2.966 -3.808 1.201 -0.8334
O -1.225 -3.299 2.919 -0.8813
O -1.040 -5.385 1.559 -0.6979
H 1.008 -5.744 1.692 0.1900
H 0.187 -6.382 0.299 0.1966
H 0.631 -4.204 -0.850 0.2126
H 1.367 -3.705 0.655 0.1951
C 1.033 -0.336 -4.631 -0.0882
C 0.969 0.642 -3.420 -0.0969
O 2.113 1.427 -3.495 -0.6929
S 3.042 1.230 -4.764 2.5410
O 4.426 1.105 -4.443 -0.8781
O 2.632 2.228 -5.732 -0.9264
O 2.379 -0.198 -5.136 -0.7027
H 0.309 -0.123 -5.411 0.2054
H 0.989 -1.374 -4.319 0.2163
H 0.913 0.138 -2.456 0.2125
H 0.094 1.293 -3.401 0.2023
```

- largest force on an atom (eV/A) = 3.50
- ΔE to the lowest compared entry with this formula, charge and spin (kcal/mol) = 0.0
- orbital gap (eV) = 10.934
- LUMO energy (eV) = 2.2
- total charge = -1
- E (hartree) = -4653.77832


ORCA calculation (ωB97M-V with the def2-TZVPD basis set) on C10H22F3N2O7SrY as an isolated structure.

Structure (XYZ):
```
46
Properties=species:S:1:pos:R:3:lowdin_charge:R:1
Sr -3.299 -0.747 3.442 1.7091
Y -0.209 0.490 4.298 1.7813
O -2.269 1.431 4.063 -0.5561
H -2.670 2.294 4.014 -0.0083
O -1.537 -1.103 5.179 -0.5700
H -1.613 -1.647 5.960 -0.0069
O -1.010 -0.596 2.479 -0.5539
H -0.881 -1.124 1.700 -0.0502
C 1.729 2.025 1.756 -0.2591
O 0.742 1.598 2.416 -0.1868
N 2.679 1.270 1.254 -0.1436
C 2.584 -0.178 1.283 -0.0035
C 3.791 1.896 0.541 0.0055
H 1.836 3.088 1.541 0.1619
H 1.682 -0.528 1.776 0.0626
H 3.446 -0.549 1.844 0.1085
H 2.612 -0.636 0.298 0.1044
H 3.731 1.695 -0.529 0.1113
H 3.839 2.950 0.784 0.0993
H 4.719 1.398 0.834 0.1059
C -0.726 1.622 -0.296 -0.3632
O 0.216 1.136 -0.893 0.0147
N -1.448 2.678 -0.701 -0.1810
C -2.570 3.124 0.105 -0.0509
C -1.181 3.420 -1.910 -0.0295
H -1.026 1.238 0.687 0.1014
H -3.324 3.639 -0.490 0.0970
H -2.241 3.874 0.832 0.0943
H -3.089 2.305 0.602 0.0742
H -1.971 3.307 -2.652 0.1016
H -1.100 4.491 -1.702 0.0985
H -0.225 3.128 -2.338 0.0915
C 0.277 -2.723 -0.443 -0.0448
C -0.688 -3.356 -1.427 -0.2084
O 0.067 -3.774 -2.556 0.0395
C -0.525 -3.700 -3.738 -0.3851
O -1.695 -3.552 -3.889 0.1796
C 0.439 -3.834 -4.935 -0.5855
F 0.144 -4.896 -5.654 0.2044
F 0.336 -2.748 -5.679 0.1935
F 1.696 -3.936 -4.517 0.1748
H -0.302 -2.079 0.229 0.0427
H 0.942 -2.053 -0.984 0.0832
H 0.799 -3.484 0.134 0.0893
H -1.474 -2.658 -1.724 0.1229
H -1.234 -4.197 -0.993 0.1338
```

- largest force on an atom (eV/A) = 4.10
- orbital gap (eV) = 6.840
- LUMO energy (eV) = -7.3
- total charge = +2
- E (hartree) = -1398.74502


ORCA calculation (ωB97M-V with the def2-TZVPD basis set) on C10H22IIrO4P2 as an isolated structure.

Structure (XYZ):
```
40
Properties=species:S:1:pos:R:3:lowdin_spin:R:1
C 2.611 0.414 -1.436 0.1258
C 1.838 -0.021 -0.224 0.1865
H 3.508 -0.215 -1.507 0.0073
H 2.921 1.456 -1.303 0.0048
H 2.043 0.324 -2.366 0.0290
O 2.441 -0.479 0.745 0.5684
I -0.101 1.780 -2.095 1.6278
Ir -0.270 -0.100 0.144 1.1389
P -0.461 -1.878 -1.402 0.1600
C -0.960 -3.399 -0.532 0.0311
C -1.826 -1.524 -2.559 0.0442
H -2.011 -2.408 -3.185 0.0063
H 0.780 -3.318 -2.887 0.0036
H -1.558 -0.663 -3.183 0.0143
H 1.163 -1.591 -3.179 0.0006
H -1.884 -3.210 0.030 0.0000
H -2.722 -1.272 -1.980 0.0000
C 0.981 -2.349 -2.407 0.0140
H -1.131 -4.199 -1.265 0.0076
H 1.865 -2.441 -1.762 0.0010
H -0.170 -3.700 0.167 0.0008
P 0.261 1.879 1.371 0.1783
C 0.441 1.485 3.126 0.0305
C 1.756 2.851 0.956 0.0261
H -1.356 3.260 0.217 0.0140
H -0.867 3.970 1.796 0.0073
H -2.003 2.580 1.746 0.0007
C -1.132 3.045 1.268 0.0469
H 1.680 3.248 -0.066 0.0118
H 1.839 3.687 1.665 0.0036
H 0.725 2.385 3.680 0.0087
H 1.208 0.715 3.253 0.0012
H 2.650 2.217 1.039 0.0013
H -0.520 1.105 3.485 -0.0007
C -0.028 -1.247 1.601 0.1312
O 0.168 -1.966 2.489 0.0322
O -2.457 0.020 2.297 0.2883
C -2.985 -0.103 1.180 0.0253
O -2.373 -0.037 0.036 0.2069
H -4.065 -0.301 1.048 0.0144
```

- largest force on an atom (eV/A) = 8.23
- ΔE to the lowest compared entry with this formula, charge and spin (kcal/mol) = 5.8
- orbital gap (alpha / beta) (eV) = 7.032 / 3.994
- LUMO energy (alpha / beta) (eV) = -10.8 / -16.0
- total charge = +3
- 2S+1 = 6
- E (hartree) = -1778.64518
- ⟨S²⟩ = 8.78